This record from the Open Molecules 2025 dataset describes C3H6N2 as an isolated structure. The level of theory is ωB97M-V with the def2-TZVPD basis set.

Properties
Total energy, eV: -6184.2115
Gap between HOMO and LUMO, Eh: 0.358
LUMO, eV: 0.13
2S+1: 1
Energy relative to the best compared isomer or geometry (same formula, charge and spin), eV: 4.333

XYZ file:
```
11
Properties=species:S:1:pos:R:3:forces:R:3
N -0.491041 -0.059040 -0.051129 0.42 1.79 -0.69
N 0.575204 0.548998 -0.316891 -1.45 1.30 -0.54
C -0.769943 -2.036476 1.216822 -0.06 0.69 1.00
C -0.118104 -0.882746 1.029783 2.81 -1.03 -1.59
C 0.483180 1.708893 -1.194585 -0.24 -0.48 -0.87
H 1.313896 1.694816 -1.904236 0.01 0.04 0.18
H -1.748963 -2.210051 0.776530 0.16 0.09 -0.08
H -0.454338 1.715654 -1.754400 -0.03 0.04 0.08
H 0.550915 2.616781 -0.589622 0.08 -0.20 0.07
H -0.433589 -2.749076 1.961533 0.09 -0.03 -0.19
H 1.092783 -0.347753 0.826195 -1.81 -2.21 2.63
```
Forces are in eV/Å.